No. 1
80
Properties=species:S:1:pos:R:3 method="wB97M-V/def2-TZVPD" energy_ev=-72518.8783 e_above_lowest_kcal_mol=16.3 spin_multiplicity=2 max_force_ev_per_a=2.85 s_squared=0.966 e_homo_ev="-6.5 / -6.9"
Ir 0.44438 0.35029 0.00798
N -1.29975 -2.88739 2.52828
C -0.82834 -2.05898 1.56038
S 0.16686 -0.72598 2.09548
N -1.13876 -2.35564 0.33167
N -0.52688 -1.54130 -0.56174
C -0.71781 -1.78053 -1.79914
C -0.08133 -0.92534 -2.80975
C -0.42740 -1.04532 -4.14766
C 0.12132 -0.17091 -5.07114
C 1.03075 0.77561 -4.63472
C 1.34262 0.81431 -3.28409
N 0.80603 -0.00941 -2.38944
H -1.33259 -2.53405 3.46823
H -2.01237 -3.54057 2.24637
H -1.36008 -2.60489 -2.09253
H -1.14157 -1.80549 -4.43796
H -0.16317 -0.22130 -6.11396
H 1.48866 1.47435 -5.32109
H 2.04830 1.53843 -2.89585
S -3.46651 -0.34689 -1.67230
C -4.92162 -0.35848 -0.88786
N -5.62453 0.83576 -0.82515
C -6.83840 0.95087 -0.26949
C -7.41697 -0.13849 0.29545
C -6.65900 -1.33078 0.27488
N -5.48288 -1.45005 -0.27439
H -5.17095 1.63477 -1.25546
H -7.30076 1.92808 -0.30481
H -8.39867 -0.08815 0.73961
H -7.05185 -2.23270 0.73588
C 1.59054 2.09548 2.94365
Si 1.90670 1.90129 1.08896
C 3.63670 1.02359 0.94462
C 4.07306 0.92091 -0.52253
C 3.52425 -0.40160 1.49906
C 4.72274 1.75696 1.74241
C 1.88489 3.71409 0.42107
C 3.07935 4.54469 0.90836
C 0.59883 4.37530 0.94027
C 1.86224 3.74851 -1.11141
H 2.26672 2.83400 3.38332
H 1.72627 1.15115 3.47570
H 0.56632 2.42705 3.12978
H 3.35713 0.33420 -1.10657
H 5.05003 0.42628 -0.59435
H 4.16606 1.90453 -0.98919
H 2.80837 -1.00335 0.93240
H 3.20549 -0.41652 2.54339
H 4.49875 -0.90232 1.43468
H 4.96771 2.72308 1.30587
H 5.64216 1.15729 1.75186
H 4.42353 1.91903 2.78118
H 3.23066 4.46208 1.98794
H 2.90235 5.60422 0.68303
H 4.00356 4.25412 0.40764
H 0.60925 4.47042 2.02835
H -0.28932 3.80858 0.65694
H 0.50350 5.38289 0.51707
H 2.80293 3.38683 -1.53495
H 1.71041 4.77655 -1.46570
H 1.04899 3.12931 -1.49447
C -2.42667 1.41119 1.84836
C -2.74164 2.31495 0.70373
C -3.83379 3.16280 0.74990
C -4.17310 3.97712 -0.32780
C -3.42736 3.89826 -1.50132
C -2.33303 3.06176 -1.60298
C -1.57372 2.92647 -2.89042
C -1.91643 2.29721 -0.47023
N -0.76892 1.61677 -0.59573
H -3.16210 1.52655 2.64649
H -1.43384 1.61060 2.24983
H -2.42380 0.37232 1.51215
H -4.43735 3.18758 1.65182
H -5.01365 4.65722 -0.25717
H -3.71062 4.49744 -2.36000
H -2.15111 3.32269 -3.72603
H -1.34667 1.87532 -3.07672
H -0.61952 3.45771 -2.84367

No. 2
16
Properties=species:S:1:pos:R:3 method="wB97M-V/def2-TZVPD" energy_ev=-7854.3524 e_above_lowest_kcal_mol=87.8 max_force_ev_per_a=0.66 e_homo_ev=-8.3
C 1.63650 -0.70657 0.97815
C 0.47060 -0.14608 0.17554
C 0.71617 0.71319 -1.01288
C -0.24960 1.21868 0.02126
C -1.59504 0.48641 -0.04026
N -1.64956 -0.35176 -1.22848
C -0.94578 -0.81736 0.04264
H 1.34081 -1.34546 1.82012
H 2.25881 0.10230 1.38302
H 2.28423 -1.31855 0.33043
H 1.66862 1.23809 -0.96084
H 0.41720 0.36100 -1.99310
H -0.16409 2.21302 0.45296
H -2.49110 0.77431 0.49408
H -2.60748 -0.69670 -1.31894
H -1.22941 -1.66652 0.66294

No. 3
80
Properties=species:S:1:pos:R:3 method="wB97M-V/def2-TZVPD" total_charge=-2 energy_ev=-57793.0033 e_above_lowest_kcal_mol=0.0 max_force_ev_per_a=1.17 e_homo_ev=-1.5
Li 2.25721 0.05674 0.75667
O -0.14585 -2.97274 4.40668
C -0.34957 -1.80756 4.86343
C -1.36521 -1.58764 5.84455
C -1.62322 -0.35647 6.38233
C -0.87665 0.75692 5.99484
C 0.11071 0.59381 5.04736
C 0.38648 -0.63705 4.46337
C 1.34029 -0.64010 3.34797
O 1.92308 0.36382 2.93332
N 1.52582 -1.85748 2.77907
N 2.21234 -1.92756 1.63468
C 2.40961 -3.04888 1.06824
C 3.10996 -3.16677 -0.17364
C 3.21214 -4.42256 -0.76492
C 3.82526 -4.61723 -1.98411
C 4.37178 -3.51582 -2.64152
C 4.27681 -2.26217 -2.09769
C 3.62591 -1.99749 -0.84840
O 3.52667 -0.82529 -0.40957
H 0.97796 -2.64318 3.19350
H -1.95036 -2.45379 6.13451
H -2.42211 -0.24651 7.11408
H -1.09106 1.73384 6.41007
H 0.70166 1.43311 4.70420
H 2.01149 -3.97437 1.52252
H 2.77617 -5.27181 -0.24850
H 3.87765 -5.60747 -2.42027
H 4.87007 -3.65794 -3.59780
H 4.68647 -1.40916 -2.62559
C -2.68027 3.30895 -0.47406
O -2.49033 2.00406 -0.95072
C -2.92841 1.68442 -2.20162
C -3.92114 2.37392 -2.87834
C -4.38785 1.92082 -4.10702
C -3.87988 0.75559 -4.64731
C -2.87143 0.06939 -3.99436
C -2.34536 0.53254 -2.78808
N -1.31730 -0.14664 -2.18287
C -0.32724 0.33857 -1.28123
N 0.10253 1.56692 -1.59252
C 0.97445 2.45211 -0.92103
C 1.77260 2.03890 0.14661
C 2.53817 3.07919 0.69978
C 2.54641 4.37752 0.22228
C 1.76693 4.72992 -0.87243
C 0.96579 3.75870 -1.44021
O 0.10719 4.01289 -2.54028
C 0.20383 5.26846 -3.13197
N 0.09052 -0.40501 -0.33554
C -0.34939 -1.71685 -0.21701
C 0.18406 -2.65196 -1.11089
C -0.15562 -3.98853 -1.06981
C -1.06940 -4.42586 -0.12569
C -1.60835 -3.52011 0.76893
C -1.26624 -2.16946 0.75022
O -1.92163 -1.41726 1.67839
C -1.59231 -0.05702 1.86417
H -2.01105 3.39996 0.38025
H -3.71684 3.47860 -0.15237
H -2.40952 4.05405 -1.22895
H -4.37239 3.25025 -2.43221
H -5.16510 2.47452 -4.61710
H -4.26164 0.38272 -5.58707
H -2.46499 -0.83460 -4.42593
H -1.28735 -1.14841 -2.30897
H -0.35082 1.99123 -2.39060
H 3.15590 2.83679 1.55505
H 3.16829 5.14501 0.68119
H 1.79322 5.74913 -1.24242
H -0.49467 5.27129 -3.97319
H 1.22065 5.46290 -3.50100
H -0.07554 6.07217 -2.43451
H 0.91355 -2.28920 -1.82124
H 0.29094 -4.68015 -1.77105
H -1.36779 -5.46644 -0.08097
H -2.32238 -3.83718 1.51449
H -1.91173 0.18574 2.87737
H -2.13295 0.56183 1.14252
H -0.52960 0.13443 1.75991

No. 4
15
Properties=species:S:1:pos:R:3 method="wB97M-V/def2-TZVPD" energy_ev=-8293.2021 e_above_lowest_kcal_mol=41.4 max_force_ev_per_a=3.60 e_homo_ev=-8.0
C -0.79696 1.97902 0.59707
N -0.29330 0.63790 0.45501
C 0.74611 0.09952 1.16071
C 1.08012 -1.11655 0.62129
C 0.17722 -1.32034 -0.44381
N 0.43972 -2.22235 -1.51508
C -0.63388 -0.21378 -0.55787
H -0.53712 2.34136 1.59177
H -0.36196 2.64669 -0.15717
H -1.88573 1.98902 0.49904
H 1.14821 0.61665 2.01625
H 1.87269 -1.79015 0.92433
H 0.82862 -1.27597 -1.85427
H -0.44228 -2.43254 -2.00152
H -1.34146 0.06152 -1.33575

No. 5
76
Properties=species:S:1:pos:R:3 method="wB97M-V/def2-TZVPD" energy_ev=-60247.6922 e_above_lowest_kcal_mol=133.9 max_force_ev_per_a=8.88 e_homo_ev=-9.8
C -2.15384 1.14130 0.33304
C -2.62484 1.41030 1.75304
C -3.66384 0.58830 2.42604
O -3.19384 0.55230 3.77804
C -1.90484 0.82830 3.79104
O -1.16584 0.69730 4.75704
O -1.51484 1.20430 2.58104
H -2.78184 1.52930 -0.45896
H -1.93984 0.19230 0.04404
H -1.23784 1.75730 0.21304
H -2.89184 2.43930 1.85804
H -3.49384 -0.39270 2.02904
H -4.74084 0.81630 2.29204
C 2.68116 1.89930 4.47404
C 3.79616 0.80630 4.50704
C 3.33416 -0.41370 5.43404
O 3.44816 -1.48770 4.54304
C 3.76816 -1.08970 3.37804
O 3.89016 -1.93570 2.46604
O 3.92616 0.21030 3.25004
H 2.40616 2.20130 5.46404
H 1.83516 1.42930 3.97104
H 2.87916 2.80330 3.91804
H 4.72116 1.26330 4.76904
H 2.31816 -0.34770 5.80004
H 4.00716 -0.70670 6.27004
C 1.18316 -0.31870 1.19304
C 0.87216 -1.78670 1.32904
C 0.20416 -2.18570 2.69404
O -1.08884 -2.21170 2.25304
C -1.20584 -2.29770 1.00904
O -2.24984 -2.49970 0.37704
O -0.07584 -2.12070 0.41904
H 0.32916 0.29430 1.38704
H 1.27716 -0.08070 0.16004
H 2.02916 0.12630 1.83904
H 1.77416 -2.42770 1.14804
H 0.30716 -1.39670 3.44604
H 0.39716 -3.21470 3.10304
C 1.91616 3.27530 0.43604
C 2.35516 2.94030 -1.06796
C 3.56016 3.53730 -1.67096
O 4.19016 2.53230 -2.34896
C 3.54816 1.35930 -2.13096
O 3.85916 0.27830 -2.57796
O 2.48516 1.57930 -1.30596
H 0.95816 2.97330 0.64004
H 1.90216 4.36630 0.71904
H 2.48016 2.73830 1.20404
H 1.54016 3.25630 -1.66096
H 4.15416 3.94830 -0.87596
H 3.25616 4.37830 -2.31996
C -0.52984 1.09930 -2.86196
O -0.52084 -0.21270 -2.34196
C 0.14216 -1.18570 -2.94196
O 1.15316 -0.94070 -3.90696
O -0.03084 -2.39270 -2.37396
C 0.83616 -3.37870 -2.78596
H -1.31484 1.72430 -2.37196
H -0.68484 1.16030 -3.95096
H 0.32016 1.68430 -2.61196
H 0.78016 -3.36070 -3.82696
H 0.36416 -4.34370 -2.58796
H 1.84916 -3.30770 -2.35096
C -5.06684 -1.65570 -6.92796
O -4.64784 -2.53170 -5.89696
C -4.53284 -1.98270 -4.66496
O -5.26084 -0.79470 -4.28096
O -3.62084 -2.51470 -3.78896
C -3.32584 -1.93470 -2.53996
H -5.11284 -2.19270 -7.76596
H -4.44684 -0.80170 -7.01396
H -6.10884 -1.25070 -6.69796
H -3.04084 -0.83570 -2.56096
H -2.65084 -2.54070 -2.10696
H -4.20984 -1.94870 -1.87896

No. 6
10
Properties=species:S:1:pos:R:3 method="wB97M-V/def2-TZVPD" energy_ev=-18311.0405 e_above_lowest_kcal_mol=22.8 spin_multiplicity=3 max_force_ev_per_a=4.72 s_squared=2.009 e_homo_ev="-6.9 / -9.9"
C -0.70055 0.47717 -2.53883
Si 0.47336 -0.74611 2.00615
P -0.15034 0.32942 -0.80381
H -1.21919 -0.29286 -2.88584
H 0.18426 0.61625 -3.16944
H 1.03476 0.44275 2.69144
H 1.69119 -1.52500 1.70146
H -0.77073 -1.67018 2.33556
H -0.19758 1.76380 -0.19958
H -1.28585 -0.15965 -0.09711